9
Properties=species:S:1:pos:R:3:forces:R:3:nbo_charge:R:1 method="wB97M-V/def2-TZVPD" energy_ha=-458.538658 smiles="C#P.C=C" homo_energy_ev=-9.97 total_charge=0 homo_lumo_gap_ev=10.4
C -2.189 -1.314 1.106 -0.6 1.4 -2.0 -0.722
P -2.825 -0.502 -0.059 0.5 -1.1 1.5 0.510
H -1.570 -1.811 1.803 0.1 -0.4 0.6 0.215
C 0.564 0.999 -0.447 1.0 1.8 0.8 -0.375
C 1.614 0.210 -0.442 0.0 -1.6 -1.0 -0.389
H -0.405 0.833 -0.861 -0.1 -0.5 -0.5 0.194
H 0.718 1.989 -0.058 -0.4 0.4 0.6 0.182
H 1.486 -0.657 -1.068 0.2 -0.8 0.2 0.180
H 2.606 0.252 0.024 -0.6 0.8 -0.1 0.206